1.
Below is a structure of composition C20H45CuNO8PSSi, with properties calculated with the ωB97M-V functional and the def2-TZVPD basis.

Output
Energy relative to the best compared isomer or geometry (same formula, charge and spin), kJ/mol: 0.0
LUMO (alpha / beta), eV: -3.71 / -4.54
Gap between HOMO and LUMO (alpha / beta), eV: 8.96 / 8.23
HOMO energy (alpha / beta), eV: -12.7 / -12.8

The geometry in ORCA input format:
```
! wB97M-V def2-TZVPD RIJCOSX def2/J DEFGRID3
* xyz 1 2
Cu -0.4615 0.4052 -0.4560
C 3.7527 0.0911 -1.4541
C 2.3840 0.7348 -1.6215
C 2.4598 2.2456 -1.7412
C 1.6451 0.1119 -2.7814
O 1.5555 0.4465 -0.3763
Si 2.1485 0.3948 1.1777
S 0.4753 1.2701 2.3752
O 3.3492 1.4221 1.3571
C 4.2369 1.8920 2.4166
C 4.2396 3.4037 2.3134
C 5.6017 1.3005 2.1114
C 3.7349 1.4262 3.7754
O 2.3952 -1.0545 1.7607
C 2.2149 -2.4775 1.5172
C 1.6059 -3.0465 2.7850
C 1.2867 -2.6719 0.3289
C 3.5905 -3.0556 1.2519
H 4.3016 0.1836 -2.3918
H 3.6533 -0.9760 -1.2310
H 4.3376 0.5708 -0.6688
H 3.0365 2.5106 -2.6282
H 2.9460 2.6819 -0.8658
H 1.4599 2.6761 -1.8448
H 2.1947 0.3459 -3.6941
H 0.6339 0.5062 -2.8921
H 1.5828 -0.9748 -2.6825
H 4.6273 3.7230 1.3433
H 4.8700 3.8289 3.0967
H 3.2264 3.7939 2.4355
H 5.9524 1.6284 1.1306
H 5.5561 0.2079 2.1241
H 6.3247 1.6248 2.8629
H 2.7932 1.9111 4.0429
H 4.4695 1.6871 4.5371
H 3.6032 0.3382 3.7944
H 0.5978 -2.6523 2.9418
H 2.2220 -2.7888 3.6486
H 1.5460 -4.1346 2.7135
H 0.3363 -2.1519 0.4897
H 1.0682 -3.7338 0.2036
H 1.7378 -2.3051 -0.5976
H 4.2414 -2.8951 2.1137
H 4.0457 -2.5842 0.3769
H 3.5171 -4.1298 1.0672
O -1.1156 2.7811 1.1679
N -0.3560 1.8869 1.0259
C -5.4493 1.3703 -2.8784
C -4.4473 1.9862 -1.9194
C -4.9348 1.9455 -0.4778
C -4.0752 3.3980 -2.3264
O -3.1745 1.2340 -2.0639
P -2.6769 -0.0179 -1.2889
O -2.2642 0.2918 0.1614
O -1.3449 -0.4541 -1.9281
O -3.8264 -1.0581 -1.4031
C -4.0027 -2.3267 -0.6405
C -4.8498 -3.1868 -1.5562
C -4.7302 -1.9757 0.6424
C -2.6576 -2.9866 -0.3640
H -6.3802 1.9387 -2.8443
H -5.6617 0.3355 -2.6077
H -5.0628 1.3945 -3.8985
H -5.8256 2.5676 -0.3935
H -4.1739 2.3332 0.2019
H -5.2022 0.9311 -0.1682
H -4.9724 4.0182 -2.3435
H -3.6292 3.4029 -3.3223
H -3.3652 3.8285 -1.6174
H -5.7341 -2.6350 -1.8780
H -5.1721 -4.0855 -1.0272
H -4.2828 -3.4819 -2.4417
H -5.7062 -1.5385 0.4248
H -4.1474 -1.2667 1.2340
H -4.8806 -2.8812 1.2322
H -2.0881 -3.1095 -1.2864
H -2.8361 -3.9700 0.0726
H -2.0702 -2.4000 0.3468
*
```


2.
Below is a structure of composition C6H11BCdN2O3P2, with properties calculated with the ωB97M-V functional and the def2-TZVPD basis.

Output
Energy relative to the best compared isomer or geometry (same formula, charge and spin), kJ/mol: 51.2
LUMO, eV: -11.24
Gap between HOMO and LUMO, eV: 3.44
HOMO energy, eV: -14.7

The geometry in ORCA input format:
```
! wB97M-V def2-TZVPD RIJCOSX def2/J DEFGRID3
* xyz 2 1
N -1.5704 -0.9029 -2.6984
P -0.3795 -0.0114 -2.3203
O 1.0241 -0.8467 -2.4352
O -0.2230 1.3498 -3.1424
B -0.5923 0.4018 -0.4842
C 0.2533 -0.3407 0.5657
C -0.4360 -1.1201 1.5447
C 0.2595 -1.8159 2.5533
C 1.6541 -1.7571 2.5906
C 2.3555 -1.0253 1.6236
C 1.6715 -0.3333 0.6119
P -1.9575 1.5545 0.0891
N -2.0340 2.8541 -0.9472
O -1.6222 2.1912 1.5531
H -2.1333 -0.5092 -3.4446
H 1.7632 -0.2562 -2.6304
H 0.5543 1.3988 -3.7107
H -1.5140 -1.1365 1.5303
H -0.2819 -2.3715 3.2976
H 2.1840 -2.2924 3.3586
H 3.4301 -0.9816 1.6668
H 2.2181 0.2348 -0.1182
H -2.7651 3.5024 -0.6673
H -1.1630 3.3760 -0.8944
H -1.6777 1.5689 2.2859
Cd 0.9821 -2.7314 0.2220
*
```


3.
Below is a structure of composition C23H28N4O5Se2Sn, with properties calculated with the ωB97M-V functional and the def2-TZVPD basis.

Output
Energy relative to the best compared isomer or geometry (same formula, charge and spin), kJ/mol: 33.4
LUMO, eV: 4.15
Gap between HOMO and LUMO, eV: 4.84
HOMO energy, eV: -0.7

The geometry in ORCA input format:
```
! wB97M-V def2-TZVPD RIJCOSX def2/J DEFGRID3
* xyz -2 1
Sn -0.9585 1.0250 -0.6554
C -3.8885 4.2836 -1.7844
C -2.6070 3.5453 -1.8035
O -2.6349 2.3006 -1.4380
C -1.4507 4.1697 -2.3694
C -0.2197 3.6136 -2.6460
C 0.8991 4.4695 -3.2088
N 0.0029 2.3144 -2.4483
N 0.8418 1.6982 -3.2340
C 0.9421 0.3417 -3.0393
O 0.2921 -0.3203 -2.1666
C 1.8252 -0.2924 -4.0288
C 2.6520 0.3808 -4.9499
C 3.5732 -0.2976 -5.6879
C 3.7592 -1.6696 -5.5134
C 2.8890 -2.3700 -4.6812
C 1.9654 -1.6429 -3.8992
H -4.5977 3.8411 -1.0693
H -4.3544 4.3469 -2.7595
H -3.7849 5.2944 -1.3234
H -1.6897 5.2167 -2.4067
H 0.5637 5.3313 -3.7021
H 1.4284 3.8698 -3.9589
H 1.5849 4.8127 -2.4489
H 2.5875 1.4599 -5.1414
H 4.1949 0.2858 -6.3606
H 4.6273 -2.0603 -5.9976
H 2.9779 -3.4751 -4.5507
H 1.4017 -2.1932 -3.2012
O 1.6715 1.5339 4.1405
C 0.5204 0.6990 4.0308
C -0.7691 1.4959 3.7772
C -1.0134 2.4453 4.9967
O -2.1455 3.3136 4.7244
C -0.7405 2.4178 2.4743
Se 0.6987 2.4588 1.0260
C -1.9269 0.5055 3.5812
Se -2.0837 -0.6841 5.1217
H 1.7003 1.8630 3.2005
H 0.4172 0.1575 5.0273
H 0.6349 -0.0807 3.2743
H -0.1073 3.0882 5.1581
H -1.1019 1.7547 5.8880
H -2.9460 2.9192 5.1539
H -0.5490 3.4438 2.8068
H -1.5359 2.4308 1.7806
H -1.8341 -0.1150 2.6302
H -2.9104 1.0850 3.4316
N -1.1014 -5.8075 3.9996
C -1.3071 -5.7804 2.6652
O -2.3901 -6.0980 2.1621
C -0.2119 -5.2634 1.7622
C -0.3995 -5.2769 0.3822
C 0.6364 -4.9581 -0.4725
C 1.8228 -4.6343 0.0749
N 2.0122 -4.5042 1.4257
C 1.0265 -4.8462 2.2348
H -1.8281 -6.3456 4.4792
H -0.1785 -5.7281 4.4013
H -1.3658 -5.4915 -0.0804
H 0.4666 -4.9901 -1.5776
H 2.7350 -4.4830 -0.4958
H 1.2813 -4.8045 3.2895
*
```